Molecular formula: C2H3FSi
Method: DFT, ωB97M-V with the def2-TZVPD basis set

```
7
Properties=species:S:1:pos:R:3
C -0.0805 0.4769 0.2980
C -0.0216 1.8636 0.3571
F -0.4522 2.3412 1.6357
Si 0.1357 -0.9883 -0.8234
H -0.2306 -0.2161 1.2657
H 1.1101 -2.0653 -0.5080
H -0.4608 -1.4120 -2.2252
```

Computed properties:
- highest occupied orbital energy (eV) = -8.35
- relative energy (zero: lowest compared OMol25 entry of this formula, charge and spin) (eV) = 5.4834
- Kohn-Sham gap (eV) = 6.266
- net charge = 0

Molecular formula: C3H5N
Method: DFT, ωB97M-V with the def2-TZVPD basis set

```
9
Properties=species:S:1:pos:R:3
C 0.8415 0.8096 -0.0544
C -0.6440 0.4292 0.1294
C -0.0072 -0.9757 0.0641
N 1.3108 -0.3657 0.0554
H 1.3998 1.8294 -0.0950
H -1.2167 0.7784 1.0140
H -1.2474 0.7183 -0.7369
H -0.2440 -1.8282 0.7918
H -0.1928 -1.3953 -1.1684
```

Computed properties:
- highest occupied orbital energy (eV) = -9.81
- relative energy (zero: lowest compared OMol25 entry of this formula, charge and spin) (eV) = 2.3183
- Kohn-Sham gap (eV) = 10.884
- net charge = 0

Question: Among the records above, which one has the lowest highest occupied orbital energy?
Answer: C3H5N

Question: Which of these has the lowest highest occupied orbital energy?
Answer: C3H5N